# 1
{"formula": "C6H12O", "method": "the ωB97M-V functional and the def2-TZVPD basis", "homo_lumo_gap_ha": 0.3826, "de_lowest_kj_mol": 312.3, "fmax_ev_per_a": 5.53, "smiles": "C=C(C)OC(C)C", "species": ["C", "C", "C", "O", "C", "C", "C", "H", "H", "H", "H", "H", "H", "H", "H", "H", "H", "H", "H"], "coordinates": [[-0.305, 0.729, -1.823], [-0.965, 0.829, -0.706], [-2.323, 1.314, -0.440], [-0.286, 0.521, 0.819], [0.695, -0.452, 1.012], [0.440, -1.925, 0.549], [2.068, 0.102, 0.796], [0.699, 0.441, -1.920], [-0.878, 0.874, -2.720], [-2.215, 2.423, -0.238], [-3.082, 1.175, -1.277], [-2.840, 0.879, 0.523], [0.468, -0.653, 2.010], [1.107, -2.683, 1.006], [-0.559, -2.209, 0.685], [0.608, -2.152, -0.633], [2.694, -0.339, -0.038], [2.661, -0.087, 1.660], [2.011, 1.212, 0.734]], "atomic_forces_ev_per_a": [[-0.605, -0.196, -0.254], [1.513, -1.311, 4.326], [-2.285, 0.767, 1.492], [-2.909, 1.213, -4.543], [-0.328, -1.596, -1.106], [1.913, -0.048, -4.146], [1.301, 0.417, -0.929], [1.124, -0.334, 0.073], [-0.065, 0.221, -0.361], [-0.405, -1.069, -0.204], [1.307, 0.154, 0.794], [1.372, 0.621, -1.882], [0.529, 0.209, 2.392], [-0.267, 0.787, 0.213], [-1.497, -0.289, 0.587], [-0.247, 0.893, 2.475], [-1.072, 0.574, 0.495], [0.572, -0.212, 0.861], [0.048, -0.802, -0.284]]}

***

# 2
{"formula": "C36H41BN7O4PSTb", "method": "the ωB97M-V functional and the def2-TZVPD basis", "homo_lumo_gap_ha": [0.2408, 0.2437], "total_charge": 1, "de_lowest_kj_mol": 461.5, "s2": 12.6104, "fmax_ev_per_a": 4.62, "spin_multiplicity": 7, "species": ["Tb", "B", "N", "C", "C", "C", "N", "N", "C", "C", "C", "N", "H", "H", "H", "H", "H", "H", "H", "H", "N", "C", "C", "C", "C", "C", "C", "P", "C", "C", "C", "C", "C", "C", "C", "C", "C", "C", "C", "C", "H", "H", "H", "H", "H", "H", "H", "H", "H", "H", "H", "H", "H", "H", "H", "H", "O", "C", "O", "C", "C", "C", "C", "S", "C", "C", "H", "H", "H", "H", "H", "N", "H", "H", "H", "O", "C", "O", "C", "N", "C", "C", "C", "H", "H", "H", "H", "H", "H", "H", "H", "H"], "coordinates": [[-0.445, -0.903, 1.737], [-4.172, -1.562, 0.909], [-3.690, -0.913, 2.310], [-4.609, -0.737, 3.302], [-3.952, -0.883, 4.519], [-2.577, -1.077, 4.177], [-2.436, -1.062, 2.824], [-3.015, -2.017, -0.078], [-3.316, -2.701, -1.210], [-2.131, -3.271, -1.705], [-1.087, -2.950, -0.779], [-1.667, -2.253, 0.237], [-4.934, -2.494, 1.133], [-5.011, -0.782, 0.459], [-5.628, -0.526, 3.041], [-4.445, -0.940, 5.481], [-1.796, -1.005, 4.918], [-4.305, -2.509, -1.695], [-2.073, -3.876, -2.583], [-0.107, -3.328, -0.887], [-2.150, -0.202, -2.959], [-1.499, -0.327, -4.143], [-2.256, -0.282, -5.369], [-1.693, -0.531, -6.604], [-0.273, -0.598, -6.737], [0.462, -0.444, -5.562], [-0.064, -0.398, -4.260], [1.010, -0.440, -2.799], [2.197, -1.757, -3.381], [1.600, -2.874, -3.924], [2.405, -3.965, -4.255], [3.755, -3.932, -3.978], [4.308, -2.798, -3.430], [3.542, -1.712, -3.070], [2.013, 1.025, -2.677], [2.909, 1.090, -1.621], [3.605, 2.279, -1.315], [3.321, 3.427, -2.088], [2.379, 3.391, -3.115], [1.716, 2.184, -3.409], [-3.142, -0.219, -2.910], [-1.674, 0.201, -2.163], [-3.264, 0.088, -5.193], [-2.321, -0.603, -7.490], [0.224, -0.655, -7.693], [1.577, -0.403, -5.637], [0.550, -2.955, -4.113], [1.867, -4.820, -4.669], [4.434, -4.721, -4.319], [5.371, -2.743, -3.124], [3.907, -0.783, -2.725], [3.000, 0.237, -0.988], [4.280, 2.272, -0.527], [3.877, 4.365, -1.955], [2.173, 4.298, -3.713], [0.967, 2.175, -4.210], [4.266, 0.907, 7.834], [3.007, 0.701, 7.312], [1.957, 0.942, 7.903], [3.026, 0.161, 5.894], [4.039, -0.482, 5.184], [3.846, -0.868, 3.827], [2.594, -0.635, 3.161], [2.267, -1.403, 1.615], [1.566, -0.001, 3.906], [1.773, 0.366, 5.207], [4.910, 0.967, 7.083], [5.031, -0.709, 5.666], [4.595, -1.402, 3.300], [0.547, 0.226, 3.562], [1.007, 0.854, 5.792], [0.067, -2.921, 3.260], [-0.589, -3.662, 2.920], [0.043, -2.994, 4.291], [0.970, -3.062, 2.902], [-1.386, 0.756, 0.258], [-0.895, 1.711, 0.945], [-0.086, 1.495, 1.955], [-1.182, 3.148, 0.544], [-1.014, 4.153, 1.654], [-2.326, 4.477, 2.283], [-3.276, 4.336, 1.086], [-2.712, 3.281, 0.179], [-0.556, 3.357, -0.308], [-0.523, 5.006, 1.283], [-0.341, 3.718, 2.370], [-2.238, 5.463, 2.774], [-2.434, 3.678, 2.993], [-3.311, 5.351, 0.612], [-4.303, 4.186, 1.396], [-2.869, 3.532, -0.924], [-3.181, 2.285, 0.294]], "atomic_forces_ev_per_a": [[1.070, -0.173, -1.107], [-1.096, 0.367, 0.273], [-0.186, -0.217, -0.343], [1.925, -0.510, -0.374], [0.634, -0.144, -0.709], [-2.138, 0.929, 0.052], [-1.604, -0.334, 1.935], [1.111, -1.116, 0.129], [0.960, 1.257, -0.361], [-0.047, 0.379, 1.066], [-4.539, -0.154, -0.839], [-0.271, 0.346, -0.491], [0.857, -0.176, 0.288], [0.889, 0.228, -0.406], [-0.217, -0.276, 0.030], [0.380, 0.300, -0.012], [0.491, -0.395, -0.363], [1.014, -0.725, 0.690], [0.219, -0.082, -0.340], [1.104, 0.193, 0.533], [0.552, 0.390, 0.861], [1.295, 0.436, -1.988], [0.479, -0.072, 1.586], [0.963, 0.212, -0.189], [-1.031, 0.349, 1.375], [1.285, -0.233, -0.516], [-1.561, 0.670, -0.393], [-0.362, -1.759, 0.101], [-1.425, 1.108, 0.996], [1.105, -1.025, -0.154], [-1.164, -0.052, 0.147], [0.713, -0.529, -0.928], [1.643, 0.459, 1.323], [-1.023, -0.556, -1.233], [-0.577, 1.394, -0.617], [0.468, 1.434, 0.287], [-2.130, -0.241, -2.301], [0.575, -0.028, 0.163], [-0.271, -0.430, -0.227], [0.341, 0.625, -0.037], [-0.458, 0.043, -0.176], [-0.074, -0.346, -0.079], [-0.223, -0.588, -0.607], [0.075, 0.190, 0.170], [-0.103, -0.135, -0.035], [-1.011, -0.134, -0.030], [-0.463, 0.253, -0.056], [0.628, 0.014, -0.042], [-0.436, 0.064, 0.371], [-0.565, -0.316, -0.638], [0.882, 0.468, 0.558], [0.301, -0.495, 0.454], [1.189, 0.207, 1.263], [-0.231, -0.469, 0.245], [0.132, -0.630, 0.423], [0.328, -0.162, 0.304], [-0.692, 0.232, -0.775], [-0.496, 0.018, 0.124], [2.739, -0.475, -0.818], [-2.078, 0.355, -0.941], [0.826, -0.091, -0.446], [-1.967, 1.043, 0.967], [0.504, -0.705, 1.235], [0.076, 0.415, -0.531], [0.330, -0.270, 0.204], [1.577, 0.050, 1.204], [-0.784, -0.235, 0.945], [-1.121, 0.185, -0.539], [0.601, -0.332, -0.326], [0.739, -0.024, -0.018], [-0.175, -0.036, -0.055], [-2.974, -0.448, 0.928], [0.914, 0.707, 0.308], [0.264, 0.155, -0.838], [1.594, -0.575, -0.301], [0.760, 1.823, 1.045], [1.500, -1.668, 1.082], [-2.133, 0.773, -1.898], [-2.295, -0.323, -0.359], [3.346, -0.134, 0.448], [0.067, -0.237, -0.549], [-0.384, 2.305, 0.387], [0.178, -0.739, -1.857], [0.444, 0.375, -0.116], [-0.671, -0.949, 0.393], [-0.917, 0.564, -1.111], [-0.323, -0.588, -0.260], [-0.492, -0.144, 0.596], [0.151, -0.850, 0.003], [-0.074, -0.361, 0.141], [0.375, -0.215, 1.542], [0.183, 0.587, 0.156]]}

***

Number 1: electronic energy -310.94034 Eh. Number 2: electronic energy -3669.35977 Eh.